Record 1
Molecular formula: C14H23F6N2O5S
Method: DFT, ωB97M-V/def2-TZVPD

Geometry as XYZ:
```
51
Properties=species:S:1:pos:R:3:nbo_charge:R:1
C 1.349 -2.998 -0.313 -0.08
C 1.691 -1.894 -0.002 -0.11
C 2.108 -0.557 0.368 -0.60
S 1.195 0.765 -0.504 1.02
N 0.670 -0.014 -1.930 -0.92
C -0.257 1.197 0.464 -0.59
C -1.264 0.086 0.775 0.08
O -0.625 -0.984 1.446 -0.71
C -2.096 -0.393 -0.455 -0.25
N -2.191 -1.856 -0.479 -0.81
H 1.179 -4.033 -0.502 0.25
H 3.135 -0.406 0.023 0.28
H 2.094 -0.357 1.439 0.30
H 0.358 0.758 -2.527 0.40
H 1.537 -0.330 -2.374 0.41
H 0.164 1.562 1.405 0.27
H -0.754 2.048 -0.006 0.27
H -1.979 0.524 1.479 0.19
H -0.770 -0.875 2.391 0.49
H -3.103 0.023 -0.325 0.18
H -1.727 -0.003 -1.399 0.19
H -2.827 -2.145 0.256 0.36
H -2.651 -2.151 -1.336 0.37
C 6.421 -1.004 5.674 -0.64
C 6.562 -0.688 4.202 -0.08
O 5.395 0.007 3.701 -0.49
C 5.355 1.311 3.932 0.69
O 6.168 1.973 4.498 -0.51
C 4.079 1.901 3.308 0.90
F 2.997 1.138 3.565 -0.33
F 4.198 1.962 1.967 -0.33
F 3.837 3.121 3.758 -0.29
H 5.506 -1.568 5.858 0.22
H 7.271 -1.595 6.012 0.23
H 6.377 -0.092 6.269 0.23
H 6.623 -1.603 3.616 0.20
H 7.454 -0.098 3.998 0.21
C -3.178 0.664 -4.107 -0.64
C -4.315 0.621 -3.105 -0.08
O -5.551 1.016 -3.712 -0.48
C -6.178 0.066 -4.405 0.69
O -5.805 -1.058 -4.555 -0.54
C -7.502 0.615 -4.962 0.90
F -7.329 1.826 -5.500 -0.30
F -8.396 0.719 -3.970 -0.31
F -7.988 -0.198 -5.890 -0.29
H -3.112 1.652 -4.564 0.22
H -2.230 0.437 -3.617 0.19
H -3.332 -0.061 -4.905 0.24
H -4.143 1.337 -2.302 0.19
H -4.420 -0.367 -2.656 0.19
```

The highest occupied orbital energy is -12.5 eV. Its total charge is +1.

=====

Record 2
Molecular formula: C33H39ClN2O2PV
Method: DFT, ωB97M-V/def2-TZVPD

Geometry as XYZ:
```
79
Properties=species:S:1:pos:R:3:lowdin_charge:R:1
V 0.297 -0.923 0.643 0.91
O -1.524 -4.203 1.711 0.22
C -0.924 -3.415 1.059 -0.47
O -0.811 -2.110 1.365 -0.15
C -0.203 -3.711 -0.219 -0.15
C -0.312 -4.953 -0.832 0.05
C 0.374 -5.158 -1.996 0.06
C 1.223 -4.149 -2.488 -0.12
C 2.019 -4.341 -3.645 0.01
C 2.902 -3.384 -4.046 -0.03
C 3.042 -2.198 -3.293 -0.02
C 2.269 -1.977 -2.188 -0.05
C 1.318 -2.929 -1.775 -0.19
N 0.532 -2.695 -0.670 0.08
H -0.941 -5.704 -0.374 0.14
H 0.298 -6.098 -2.529 0.14
H 1.926 -5.271 -4.190 0.13
H 3.517 -3.540 -4.922 0.12
H 3.784 -1.466 -3.587 0.13
H 2.411 -1.094 -1.585 0.06
C -2.147 -0.673 -1.982 -0.08
C -0.868 -0.225 -2.696 -0.51
C -1.183 0.594 -3.947 -0.08
P 0.206 0.609 -1.462 1.14
C 1.752 1.285 -2.220 -0.50
C 2.824 1.455 -1.137 -0.09
C 1.562 2.623 -2.939 -0.08
C -0.667 1.994 -0.720 -0.27
C -1.188 3.116 -1.355 -0.02
C -1.794 4.131 -0.620 -0.23
C -2.364 5.349 -1.289 -0.02
C -1.851 3.992 0.772 0.02
C -1.355 2.874 1.414 0.03
C -0.775 1.866 0.657 -0.28
N -0.312 0.657 1.216 -0.10
C -0.478 0.371 2.609 -0.24
C 0.559 0.705 3.508 -0.23
C 1.792 1.447 3.074 -0.03
C 0.364 0.445 4.851 0.00
C -0.836 -0.075 5.325 -0.20
C -1.013 -0.390 6.777 -0.01
C -1.890 -0.280 4.422 0.04
C -1.751 -0.058 3.073 -0.18
C -2.929 -0.236 2.158 0.00
H -2.764 -1.259 -2.664 0.10
H -2.734 0.187 -1.657 0.09
H -1.944 -1.298 -1.108 0.05
H -0.289 -1.106 -2.991 0.10
H -1.777 1.476 -3.709 0.08
H -1.773 -0.021 -4.629 0.10
H -0.286 0.901 -4.480 0.07
H 2.051 0.534 -2.955 0.10
H 2.501 2.197 -0.401 0.09
H 3.746 1.825 -1.584 0.10
H 3.067 0.532 -0.608 0.05
H 1.279 3.410 -2.242 0.08
H 0.830 2.582 -3.743 0.07
H 2.519 2.906 -3.380 0.10
H -1.122 3.218 -2.429 0.11
H -2.236 5.314 -2.369 0.08
H -1.880 6.253 -0.916 0.10
H -3.429 5.441 -1.073 0.10
H -2.307 4.780 1.360 0.14
H -1.430 2.777 2.491 0.14
H 1.906 1.497 1.993 0.05
H 2.690 1.013 3.516 0.10
H 1.725 2.477 3.431 0.11
H 1.156 0.680 5.552 0.14
H -0.426 0.278 7.404 0.09
H -0.672 -1.410 6.974 0.11
H -2.058 -0.332 7.074 0.09
H -2.849 -0.613 4.802 0.14
H -3.850 -0.210 2.736 0.10
H -2.891 -1.198 1.647 0.08
H -2.982 0.549 1.403 0.08
Cl 2.139 -2.005 3.034 0.71
C 2.095 -1.292 1.451 -0.63
H 2.500 -1.997 0.720 0.04
H 2.638 -0.347 1.424 0.02
```

The highest occupied orbital energy (alpha / beta) is -14.3 / -14.3 eV. Its total charge is +2.

=====

Record 3
Molecular formula: C5H15AsIO4S
Method: DFT, ωB97M-V/def2-TZVPD

Geometry as XYZ:
```
27
Properties=species:S:1:pos:R:3:nbo_charge:R:1
C -2.519 2.846 1.176 -0.60
C -2.278 1.420 0.695 -0.46
C -1.183 1.301 -0.352 -0.61
I -1.955 1.773 -2.314 -0.01
As -0.234 -0.517 -0.352 0.76
C 1.231 0.081 -1.637 -0.41
O 2.490 -0.280 -1.086 -0.30
O 3.159 0.905 -0.616 -0.47
S 0.769 -2.751 -0.257 1.75
C 2.103 -2.763 0.943 -0.88
O 1.387 -3.123 -1.534 -1.01
O -0.230 -3.674 0.295 -1.01
H -2.835 3.488 0.349 0.21
H -3.287 2.884 1.952 0.20
H -1.601 3.268 1.592 0.20
H -3.211 1.008 0.304 0.21
H -1.981 0.782 1.538 0.22
H -0.436 2.083 -0.205 0.20
H -1.106 -1.125 -1.512 -0.14
H -1.186 -1.089 0.752 -0.12
H 0.779 0.021 0.814 -0.25
H 1.169 1.171 -1.678 0.19
H 1.135 -0.331 -2.643 0.20
H 2.783 0.958 0.277 0.46
H 1.692 -2.469 1.908 0.22
H 2.876 -2.075 0.613 0.24
H 2.467 -3.792 0.980 0.22
```

The highest occupied orbital energy is -4.3 eV. Its total charge is -1.

=====

Record 4
Molecular formula: C8H21N4S
Method: DFT, ωB97M-V/def2-TZVPD

Geometry as XYZ:
```
34
Properties=species:S:1:pos:R:3:nbo_charge:R:1
C -2.846 -1.111 -1.141 -0.65
C -2.415 -0.704 0.298 -0.45
C -1.061 0.077 0.273 0.16
S -0.939 1.083 1.884 -0.08
N -1.128 1.114 -0.785 -0.69
C -1.625 2.452 -0.617 -0.41
C 0.204 -0.707 0.025 -0.27
C 0.241 -1.881 0.994 -0.62
C 1.587 -0.033 0.231 -0.14
C 2.781 -1.072 -0.289 -0.16
N 4.027 -0.690 0.165 -0.84
N 1.567 1.013 -0.662 0.07
N 1.756 2.177 -0.177 -0.39
H -2.807 -0.138 -1.714 0.22
H -3.954 -1.430 -1.223 0.25
H -2.317 -2.012 -1.610 0.22
H -2.421 -1.511 1.122 0.22
H -3.101 0.030 0.639 0.23
H -1.250 0.033 2.640 0.15
H -1.029 0.742 -1.760 0.40
H -1.740 2.917 -1.607 0.23
H -2.583 2.486 -0.124 0.21
H -0.943 3.011 0.094 0.17
H 0.099 -1.053 -0.963 0.23
H 0.833 -1.743 1.824 0.21
H 0.672 -2.839 0.460 0.23
H -0.804 -2.105 1.358 0.23
H 1.802 0.277 1.290 0.22
H 2.593 -0.957 -1.358 0.22
H 2.532 -2.095 0.088 0.23
H 4.498 -0.021 -0.450 0.38
H 4.430 -0.658 1.165 0.42
H 1.683 2.893 -0.845 0.41
H 1.657 2.456 0.774 0.40
```

The highest occupied orbital energy is -12.1 eV. Its total charge is +1. The structure (SMILES) is CC[C@](S)(NC)[C@H](C)[C@@H](CN)N=[NH2+].

=====

Record 5
Molecular formula: C17H36NO4
Method: DFT, ωB97M-V/def2-TZVPD

Geometry as XYZ:
```
58
Properties=species:S:1:pos:R:3:nbo_charge:R:1
C -4.095 2.019 -2.118 -0.62
C -4.107 0.609 -1.470 -0.22
C -4.116 -0.523 -2.565 -0.61
C -3.040 0.389 -0.372 -0.41
C -1.575 0.685 -0.785 -0.40
C -0.810 -0.512 -1.433 -0.23
C 0.729 -0.072 -1.245 -0.42
C 1.387 0.056 -2.672 -0.22
N 0.155 0.348 -3.500 -0.51
C -0.811 -0.659 -2.975 -0.26
H -4.515 1.963 -3.133 0.21
H -4.754 2.679 -1.538 0.23
H -3.108 2.498 -2.165 0.19
H -5.082 0.511 -0.970 0.22
H -3.459 -1.360 -2.290 0.19
H -5.148 -0.838 -2.740 0.24
H -3.715 -0.110 -3.508 0.18
H -3.099 -0.618 0.067 0.21
H -3.274 1.075 0.456 0.25
H -1.030 0.906 0.147 0.23
H -1.447 1.572 -1.426 0.18
H -0.941 -1.464 -0.913 0.24
H 0.792 0.970 -0.907 0.22
H 1.264 -0.809 -0.640 0.25
H 1.802 -0.848 -3.128 0.23
H 2.086 0.891 -2.790 0.24
H 0.218 0.110 -4.488 0.45
H -0.251 1.269 -3.338 0.44
H -0.267 -1.615 -3.113 0.22
H -1.738 -0.847 -3.523 0.27
O -3.479 0.450 2.934 -0.59
C -2.896 -0.408 3.539 0.80
O -1.940 -0.059 4.408 -0.50
C -1.287 -0.982 5.288 -0.07
C -0.157 -1.711 4.590 -0.64
C -3.171 -1.865 3.280 -0.74
H -2.012 -1.663 5.738 0.18
H -0.883 -0.379 6.099 0.21
H -0.518 -2.310 3.753 0.20
H 0.361 -2.371 5.286 0.23
H 0.559 -0.996 4.184 0.22
H -2.649 -2.168 2.372 0.23
H -4.242 -1.992 3.135 0.25
H -2.884 -2.525 4.095 0.22
O 6.636 -1.270 1.515 -0.55
C 6.123 -0.308 1.027 0.79
O 5.098 -0.480 0.168 -0.51
C 4.316 0.586 -0.361 -0.06
C 4.991 1.231 -1.555 -0.64
C 6.649 1.077 1.295 -0.75
H 4.063 1.308 0.419 0.18
H 3.378 0.132 -0.679 0.17
H 5.947 1.678 -1.285 0.23
H 4.358 2.012 -1.982 0.20
H 5.197 0.483 -2.323 0.22
H 7.530 1.245 0.676 0.25
H 6.933 1.138 2.343 0.26
H 5.928 1.872 1.118 0.21
```

The highest occupied orbital energy is -12.3 eV. Its total charge is +1.

=====

Record 6
Molecular formula: C3H6N
Method: DFT, ωB97M-V/def2-TZVPD

Geometry as XYZ:
```
10
Properties=species:S:1:pos:R:3:nbo_charge:R:1
C -2.464 0.216 -0.019 0.44
N -1.398 -0.148 0.076 -0.14
C -0.118 -0.679 -0.047 -0.25
C 1.022 0.357 -0.004 -0.62
H -3.454 0.565 -0.259 0.31
H -0.241 -1.119 -0.953 0.25
H -0.122 -1.275 0.865 0.27
H 1.144 1.035 0.924 0.26
H 2.027 -0.108 0.105 0.27
H 0.920 0.901 -0.839 0.22
```

The highest occupied orbital energy is -17.3 eV. Its total charge is +1. The structure (SMILES) is C#[N+]CC.

=====

| no. | electronic energy (eV) |
| --- | --- |
| 1 | -55239.650 |
| 2 | -89415.174 |
| 3 | -93387.660 |
| 4 | -25422.310 |
| 5 | -27885.916 |
| 6 | -4688.920 |